1.
Computed, not measured: a 3-piece molecular cluster, C34H64ClIN6O13P3S2 overall, with ωB97M-V/def2-TZVPD.

Summary:
net charge = +1
highest occupied orbital energy = -10.663 eV
E_LUMO = -4.95 eV

Last column: Löwdin charge in e.
Geometry (Å):
C 0.94 2.30 -2.28  -0.031
C 0.24 0.91 -2.42  -0.208
O 1.25 -0.07 -2.16  -0.082
C 0.85 -1.41 -2.46  -0.415
O 0.77 -1.51 -3.87  0.128
C 1.91 -1.10 -4.38  -0.275
N 2.97 -0.86 -4.80  0.228
C 1.93 -2.24 -1.68  -0.173
C 3.33 -1.59 -1.43  -0.116
C 3.58 -1.12 0.01  -0.258
C 5.09 -0.76 0.12  -0.586
Cl 5.43 0.31 1.51  0.573
N 1.28 -2.60 -0.42  -0.005
P 1.17 -4.26 -0.03  0.448
O 1.92 -5.11 -0.94  -0.202
O -0.36 -4.72 0.06  -0.095
O 1.74 -4.39 1.48  -0.097
C 0.10 -1.79 -0.36  -0.292
N -0.42 -1.27 0.69  -0.320
I -2.10 -0.07 0.63  1.233
C 0.17 -1.47 2.03  -0.209
C -0.46 -2.68 2.78  -0.235
C -1.62 -2.25 3.75  -0.469
S -0.98 -2.25 5.46  0.860
C -0.13 -0.62 5.42  -1.077
S -1.07 0.71 5.51  0.719
N 1.26 -0.67 5.28  -0.201
C 1.90 -1.40 6.39  -0.224
C 2.90 -2.48 5.88  -0.068
C 1.80 0.69 5.10  -0.278
C 3.35 0.64 4.86  -0.071
N -0.35 -1.67 -1.70  0.079
C -1.30 -2.67 -2.18  -0.178
C -2.68 -2.48 -2.00  -0.001
C -3.45 -3.54 -2.47  -0.032
C -2.84 -4.63 -3.05  -0.131
N -1.54 -4.84 -3.28  0.128
C -0.84 -3.81 -2.81  -0.105
H 2.02 2.11 -2.33  0.063
H 0.68 2.97 -3.11  0.084
H 0.77 2.75 -1.30  0.079
H -0.17 0.87 -3.44  0.132
H -0.57 0.91 -1.68  0.042
H 2.19 -3.08 -2.34  0.149
H 3.56 -0.80 -2.16  0.113
H 4.07 -2.38 -1.63  0.136
H 3.43 -1.92 0.75  0.090
H 2.95 -0.26 0.27  0.107
H 5.45 -0.38 -0.84  0.081
H 5.61 -1.71 0.30  0.081
H -0.42 -5.65 0.31  0.120
H 2.09 -3.53 1.75  0.053
H 0.04 -0.57 2.65  0.093
H 1.26 -1.61 1.95  0.111
H -0.93 -3.32 2.02  0.093
H 0.27 -3.30 3.30  0.094
H -2.05 -1.28 3.48  0.020
H -2.38 -3.05 3.69  0.081
H 2.42 -0.68 7.04  0.121
H 1.18 -1.95 7.01  0.094
H 2.83 -2.62 4.79  0.059
H 3.93 -2.17 6.11  0.072
H 2.73 -3.46 6.34  0.073
H 1.65 1.28 6.01  0.109
H 1.37 1.15 4.20  0.094
H 3.55 -0.14 4.12  0.052
H 3.62 1.62 4.44  0.079
H 3.84 0.46 5.82  0.071
H -3.12 -1.62 -1.52  0.038
H -4.54 -3.50 -2.39  0.103
H -3.50 -5.45 -3.37  0.119
H 0.24 -3.89 -2.95  0.120
O 4.56 5.25 0.98  -0.237
P 5.97 5.73 0.80  0.613
O 5.76 7.20 0.09  -0.205
C 5.22 8.27 0.87  -0.288
C 6.24 8.81 1.85  -0.083
O 6.35 4.84 -0.53  -0.250
C 5.64 3.66 -0.88  -0.297
C 4.66 3.95 -1.99  -0.064
O 7.56 6.02 1.10  -0.213
C 8.66 5.25 0.58  -0.264
C 9.16 5.88 -0.71  -0.064
H 4.32 7.94 1.39  0.109
H 4.93 9.05 0.17  0.119
H 6.48 8.07 2.62  0.069
H 5.86 9.70 2.35  0.079
H 7.17 9.06 1.35  0.082
H 5.15 3.22 -0.01  0.085
H 6.38 2.93 -1.23  0.117
H 3.97 4.75 -1.71  0.080
H 4.09 3.06 -2.25  0.053
H 5.19 4.30 -2.88  0.082
H 8.40 4.20 0.46  0.111
H 9.45 5.29 1.32  0.119
H 8.37 5.93 -1.46  0.074
H 9.99 5.30 -1.11  0.083
H 9.49 6.90 -0.53  0.082
O -6.96 -1.96 -1.92  -0.250
P -8.44 -2.30 -1.95  0.661
O -8.66 -1.97 -3.55  -0.226
C -8.14 -2.87 -4.53  -0.295
C -8.97 -4.14 -4.61  -0.083
O -8.98 -0.87 -1.33  -0.249
C -8.19 -0.08 -0.45  -0.289
C -7.57 1.08 -1.20  -0.072
O -9.98 -2.91 -1.95  -0.220
C -11.08 -2.39 -1.20  -0.262
C -11.85 -1.40 -2.04  -0.060
H -7.09 -3.10 -4.30  0.099
H -8.17 -2.35 -5.49  0.119
H -8.88 -4.72 -3.68  0.068
H -8.63 -4.77 -5.44  0.079
H -10.02 -3.91 -4.75  0.081
H -7.44 -0.67 0.07  0.100
H -8.87 0.31 0.32  0.119
H -6.96 0.72 -2.04  0.073
H -6.94 1.68 -0.55  0.073
H -8.35 1.71 -1.63  0.081
H -10.76 -1.97 -0.24  0.111
H -11.73 -3.24 -0.96  0.119
H -11.23 -0.57 -2.36  0.074
H -12.70 -1.00 -1.47  0.085
H -12.23 -1.88 -2.94  0.083

2.
Computed, not measured: C4H13N2S as an isolated structure, with ωB97M-V/def2-TZVPD.

Summary:
net charge = +1
energy above the lowest of the compared OMol25 structures with the same formula, charge and spin = 260.65 kJ/mol
highest occupied orbital energy = -12.828 eV
E_LUMO = -4.01 eV

Last column: natural (NBO) charge in e.
Geometry (Å):
C -0.06 -0.16 -2.77  -0.631
C -0.11 1.31 1.70  -0.700
C 0.17 0.46 -1.37  -0.270
C 0.12 -0.02 1.02  0.472
N 1.35 -0.57 1.40  -0.811
N -0.40 -0.36 -0.35  -0.585
S -1.70 -1.15 2.09  -0.360
H 0.47 0.50 -3.51  0.255
H 0.40 -1.18 -2.95  0.237
H -1.11 -0.04 -2.95  0.227
H -0.01 1.26 2.79  0.280
H -1.15 1.53 1.46  0.244
H 0.59 1.99 1.20  0.239
H -0.35 1.49 -1.45  0.254
H 1.32 0.62 -1.17  0.247
H 1.60 -1.47 1.08  0.408
H 1.62 -0.13 2.28  0.435
H -0.25 -1.41 -0.30  0.458
H -1.37 -0.28 -0.19  0.474
H -1.14 -2.37 1.98  0.129

3.
Computed, not measured: one molecule with the formula N2O2, with ωB97M-V/def2-TZVPD.

Summary:
net charge = 0
energy above the lowest of the compared OMol25 structures with the same formula, charge and spin = 281.59 kJ/mol
highest occupied orbital energy = -10.949 eV
E_LUMO = -0.65 eV

Last column: natural (NBO) charge in e.
Geometry (Å):
N 0.23 0.02 1.02  0.160
N -0.22 -0.02 -1.02  0.162
O 0.78 -0.45 -0.18  -0.161
O -0.78 0.45 0.18  -0.161

4.
Computed, not measured: one molecule with the formula C5H5FO3, with ωB97M-V/def2-TZVPD.

Summary:
net charge = 0
energy above the lowest of the compared OMol25 structures with the same formula, charge and spin = 145.22 kJ/mol
highest occupied orbital energy = -10.568 eV
E_LUMO = 0.77 eV

Last column: natural (NBO) charge in e.
Geometry (Å):
C -4.01 1.24 -0.64  -0.205
C -3.27 0.35 -0.26  -0.072
C 0.10 -0.50 0.24  0.992
C 2.33 0.17 -0.25  -0.240
C -2.29 -0.74 0.16  0.423
O 0.21 -1.63 -0.19  -0.647
O 0.96 0.40 0.27  -0.472
O -1.13 -0.01 0.60  -0.511
F -2.87 -1.55 1.08  -0.319
H -4.64 2.10 -0.64  0.242
H 2.81 1.09 -0.25  0.198
H 2.23 -0.17 -1.26  0.203
H 2.97 -0.47 0.30  0.202
H -2.13 -1.42 -0.82  0.207

Let's list DFT total energy in order: -142006.700; -18165.791; -7067.943; -14123.056 eV.